Record 1
DFT (wB97M-V/def2-TZVPD) results for C4H4O2 in the gas phase at a distorted geometry.

Positions of all 10 atoms, in Å:
C -0.03 -1.27 -1.63
C 0.08 -0.28 -0.59
C 0.42 0.15 0.55
C -0.16 0.87 1.75
O -0.56 0.21 2.76
O -0.34 2.17 1.67
H 1.03 -1.21 -1.99
H -0.27 -2.25 -1.12
H -0.67 -0.85 -2.35
H 0.50 2.47 0.94

- Orbital gap: 0.372 Eh
- Max |F|: 0.118 Eh/bohr
- HOMO energy: -0.36748 Ha
- Energy relative to the best compared isomer or geometry (same formula, charge and spin): 261.6 kJ/mol
- Electronic energy: -8304.36614 eV
- Molecular weight: 84.1 g/mol
- SMILES string: CC#CC(=O)O

---

Record 2
DFT (wB97M-V/def2-TZVPD) results for 2 unconnected molecules or ions with the total composition C4H4O2.

Positions of all 10 atoms, in Å:
O 0.45 -2.14 0.96
C 0.83 -1.06 0.68
O -0.07 -0.07 0.28
C -1.91 -0.37 -0.68
C 0.45 1.09 -0.10
C 0.97 2.12 -0.43
H 1.86 -0.68 0.68
H -1.58 -1.40 -0.94
H -2.40 -0.53 0.31
H 1.39 3.04 -0.76

- Orbital gap: 0.339 Eh
- Max |F|: 0.015 Eh/bohr
- HOMO energy: -0.33009 Ha
- Energy relative to the best compared isomer or geometry (same formula, charge and spin): 650.2 kJ/mol
- Electronic energy: -8300.33875 eV
- Molecular weight: 84.1 g/mol

---

What did the first record say?
DFT (wB97M-V/def2-TZVPD) results for C4H4O2 in the gas phase at a distorted geometry.

Positions of all 10 atoms, in Å:
C -0.03 -1.27 -1.63
C 0.08 -0.28 -0.59
C 0.42 0.15 0.55
C -0.16 0.87 1.75
O -0.56 0.21 2.76
O -0.34 2.17 1.67
H 1.03 -1.21 -1.99
H -0.27 -2.25 -1.12
H -0.67 -0.85 -2.35
H 0.50 2.47 0.94

- Orbital gap: 0.372 Eh
- Max |F|: 0.118 Eh/bohr
- HOMO energy: -0.36748 Ha
- Energy relative to the best compared isomer or geometry (same formula, charge and spin): 261.6 kJ/mol
- Electronic energy: -8304.36614 eV
- Molecular weight: 84.1 g/mol
- SMILES string: CC#CC(=O)O